A structure of composition C2F3NO3S2Yb at a distorted geometry. Source: OMol25; level of theory: ωB97M-V/def2-TZVPD.

Each line ends with the Löwdin charge.
Geometry (Å):
N 0.959 1.541 1.490  -0.842
S 0.355 2.604 0.204  0.155
S 1.152 0.027 1.128  0.784
C 2.468 -0.100 -0.274  -0.780
F 2.073 0.342 -1.465  0.072
F 3.568 0.562 0.076  0.106
F 2.791 -1.393 -0.402  0.084
O -4.581 -2.248 0.253  0.286
C -3.929 -1.362 -0.076  -0.337
O -3.407 -0.386 -0.467  0.069
O -0.047 -0.531 0.245  -0.754
Yb -1.402 0.944 -0.712  1.156

## Properties
Kohn-Sham gap, eV: 5.5
Total charge: 0
Multiplicity: 1
HOMO level, eV: -6.877

A structure of composition C36H31GeMoN3O2S at a distorted geometry. Source: OMol25; level of theory: ωB97M-V/def2-TZVPD.

Each line ends with the Löwdin spin population.
Geometry (Å):
Mo 0.922 -1.104 0.380  1.828
C -5.373 1.913 4.188  0.000
C -4.337 0.901 3.811  0.000
C -3.404 1.139 2.808  0.000
C -2.536 0.136 2.412  0.003
C -2.593 -1.100 3.025  0.000
C -3.476 -1.340 4.059  0.000
C -4.342 -0.336 4.449  0.000
S -1.580 -2.410 2.355  0.007
O -1.560 -3.539 3.247  0.003
O -2.049 -2.621 1.002  0.006
N -0.134 -1.718 2.173  0.047
C 1.027 -2.003 2.784  0.047
C 1.286 -2.711 3.957  -0.003
C 2.603 -2.827 4.367  0.039
C 3.625 -2.255 3.607  0.001
C 3.299 -1.598 2.439  0.033
N 2.035 -1.484 2.026  0.019
H -5.298 2.807 3.576  0.000
H -5.284 2.198 5.235  0.000
H -6.362 1.477 4.049  0.000
H -3.368 2.100 2.317  0.000
H -1.826 0.299 1.607  0.005
H -3.495 -2.313 4.527  0.000
H -5.056 -0.515 5.241  0.000
H 0.467 -3.163 4.492  -0.001
H 2.845 -3.348 5.281  0.002
H 4.654 -2.328 3.925  -0.001
H 4.044 -1.143 1.796  0.001
C 1.525 -5.019 -2.265  0.040
C 0.270 -4.484 -1.996  0.002
C 0.125 -3.561 -0.986  0.051
N 1.170 -3.083 -0.270  0.040
C 2.377 -3.647 -0.496  0.039
C 2.590 -4.595 -1.466  0.002
H 1.663 -5.750 -3.045  0.002
H -0.596 -4.802 -2.552  -0.001
H -0.856 -3.240 -0.658  0.006
H 3.184 -3.294 0.138  0.003
H 3.580 -4.997 -1.607  -0.001
C 1.845 0.056 -0.750  -0.281
Ge 1.291 1.580 -1.731  -0.026
C 0.217 2.824 -0.594  -0.001
C -0.469 3.892 -1.157  0.000
C -1.258 4.717 -0.375  0.001
C -1.364 4.487 0.986  0.001
C -0.698 3.414 1.557  0.002
C 0.077 2.584 0.766  0.023
C 2.429 2.524 -3.061  0.001
C 2.615 3.898 -3.043  0.001
C 3.513 4.500 -3.909  0.000
C 4.248 3.730 -4.793  0.000
C 4.073 2.357 -4.816  0.000
C 3.168 1.760 -3.956  0.000
C -0.109 0.478 -2.626  -0.006
C -0.463 0.626 -3.959  -0.002
C -1.401 -0.205 -4.548  0.002
C -2.008 -1.192 -3.794  -0.001
C -1.685 -1.340 -2.452  0.004
C -0.725 -0.525 -1.880  0.009
H -0.391 4.071 -2.221  0.000
H -1.789 5.543 -0.826  0.000
H -1.965 5.143 1.601  0.000
H -0.782 3.234 2.621  0.000
H 0.593 1.717 1.205  0.023
H 2.056 4.503 -2.343  0.000
H 3.649 5.572 -3.892  0.000
H 4.960 4.198 -5.459  0.000
H 4.652 1.755 -5.502  0.000
H 3.033 0.686 -3.968  0.000
H 0.016 1.400 -4.544  0.000
H -1.661 -0.075 -5.590  0.000
H -2.735 -1.851 -4.246  0.000
H -2.203 -2.082 -1.863  0.000
H -0.494 -0.624 -0.770  0.025

## Properties
Kohn-Sham gap (alpha / beta), eV: 6.0 / 7.3
Total charge: 0
Multiplicity: 3
HOMO level (alpha / beta), eV: -5.851 / -7.475

A structure of composition C4H19B2CdFNO at a distorted geometry. Source: OMol25; level of theory: ωB97M-V/def2-TZVPD.

Each line ends with the Löwdin charge.
Geometry (Å):
Cd -0.139 -0.282 2.130  1.239
F 1.029 -1.981 2.599  -0.722
B -2.255 -0.848 2.172  -0.524
H -3.399 -0.937 2.017  -0.037
H -1.967 0.237 2.370  -0.088
H -1.978 -1.464 3.119  -0.042
H -1.680 -1.340 1.310  -0.073
B 0.398 1.279 3.444  -0.545
H -0.226 0.436 3.894  -0.066
H 0.728 2.017 4.271  -0.034
H 1.333 0.792 3.002  -0.077
H -0.211 1.777 2.613  -0.068
C -0.886 1.019 -0.930  -0.054
C 0.148 -0.088 -0.858  -0.432
C 1.016 -0.224 -2.106  -0.203
O 0.215 -0.364 -3.270  -0.186
C 0.947 -0.699 -4.409  -0.136
N 1.000 0.085 0.324  -0.024
H -1.541 1.002 -0.060  0.061
H -1.531 0.931 -1.806  0.080
H -0.455 2.025 -1.002  0.085
H -0.433 -1.013 -0.781  0.137
H 1.675 -1.097 -2.047  0.127
H 1.599 0.703 -2.215  0.130
H 1.740 0.025 -4.628  0.086
H 0.276 -0.693 -5.269  0.084
H 1.359 -1.714 -4.367  0.086
H 1.462 0.993 0.271  0.103
H 1.773 -0.575 0.212  0.095

## Properties
Kohn-Sham gap, eV: 8.4
Total charge: -1
Multiplicity: 1
HOMO level, eV: -5.773